[1]
C33H49AuCl3N2O3PSi | the ωB97M-V functional and the def2-TZVPD basis

Spin multiplicity ... 3
Strongest force on any atom ... 1.63 eV/A
E_LUMO (spin up / spin down) ... 0.5 / -4.4 eV
Expectation value of S² ... 2.011
Molar mass ... 884.15 g/mol

Last column: Mulliken charge in e.
Cartesian coordinates (Å):
C -3.16595 0.43369 -4.77777  -1.355
C -2.98930 -0.92455 -5.37904  0.259
H -2.93718 1.20260 -5.52140  0.395
H -2.50861 0.56657 -3.90708  0.174
H -4.20414 0.58580 -4.44351  0.261
C -3.00542 -1.18002 -6.70156  0.212
C -3.26649 -0.14004 -7.73806  -1.431
H -2.83670 -2.19266 -7.06706  0.302
H -2.73008 0.79712 -7.52941  0.356
H -4.33661 0.10558 -7.82515  0.276
H -2.94219 -0.50111 -8.72188  0.366
Au -0.08882 2.01295 2.43163  0.636
Cl -1.70555 0.82950 3.73211  -0.551
Cl -1.16141 1.68889 0.32676  -0.305
C 0.37104 -1.55821 2.63635  0.817
O 1.52738 -1.16852 2.78728  -0.661
N 0.02261 -2.70361 2.00883  0.262
C 1.05864 -3.62141 1.57553  -0.813
C -1.35715 -3.16972 1.99079  -0.630
H -0.51983 -1.00534 3.00557  -0.244
H 2.03368 -3.16883 1.76860  0.260
H 0.94628 -3.83025 0.50679  0.092
H 0.96983 -4.57397 2.10979  0.355
H -2.01079 -2.36990 2.36226  0.225
H -1.45726 -4.05809 2.63114  0.333
H -1.65192 -3.44268 0.96927  0.113
H 0.71072 4.70450 -1.49412  0.308
H 0.92363 2.23638 -1.56320  0.189
C 1.79201 4.84895 -1.35861  -0.992
C 1.99995 2.41023 -1.71090  -0.889
N 2.42148 3.58801 -0.99258  0.152
H 1.96217 5.57567 -0.56140  0.367
C 3.15971 3.45460 0.14132  0.051
O 3.67523 2.40642 0.54311  -0.691
H 2.55944 1.55638 -1.33073  0.344
H 3.26897 4.38930 0.72035  0.471
H 2.21413 5.22317 -2.30209  0.315
H 2.17245 2.53647 -2.78852  0.306
O -1.40274 -1.72349 -3.82789  -0.171
C -2.68972 -2.01572 -4.36315  0.065
C -1.85498 -4.07287 -5.66648  0.082
C -2.83608 -3.44185 -4.89118  0.314
H -0.91122 -3.55718 -5.86801  0.524
C -2.11644 -5.35130 -6.18597  -0.851
H -3.44103 -1.87933 -3.56828  0.301
C -4.05816 -4.07256 -4.64633  -0.418
H -1.34505 -5.83848 -6.78478  0.393
C -3.35284 -5.96650 -5.96759  -0.422
C -4.32914 -5.32208 -5.19648  -0.667
H -4.80062 -3.54303 -4.04430  0.372
H -3.55393 -6.95133 -6.39475  0.367
H -5.30760 -5.76551 -5.03067  0.392
Si -0.38261 -2.13622 -2.56805  -0.131
Cl 0.69176 4.06662 1.46883  -0.364
C 1.23825 -2.58478 -3.39357  -1.034
C -1.08226 -3.68869 -1.79026  -0.845
C -0.27850 -0.66835 -1.46416  -0.772
H 1.09910 -3.37587 -4.14554  0.291
H 1.95721 -2.95227 -2.64759  0.333
H 1.68275 -1.71703 -3.90020  0.321
H -0.02983 0.22613 -2.05065  0.044
H 0.47030 -0.76990 -0.66854  0.334
H -1.24097 -0.47528 -0.97609  0.354
H -1.34387 -4.43224 -2.55665  0.306
H -1.99360 -3.47168 -1.22157  0.254
H -0.35789 -4.15917 -1.11375  0.362
C 3.11681 1.52832 3.46840  -1.110
P 1.55925 2.18563 4.08669  0.611
C 1.33121 1.30304 5.67286  0.844
C 0.17741 1.54783 6.43373  -0.387
C 0.01512 0.95680 7.68522  -0.795
C 0.98690 0.08221 8.17971  -0.434
C 2.12017 -0.20800 7.40816  -0.714
C 2.28927 0.39924 6.15799  -0.286
C 1.99830 3.88735 4.61076  0.990
C 3.23687 4.47380 4.28042  -0.148
C 3.49132 5.80720 4.61200  -0.711
C 2.51904 6.56887 5.26554  -0.462
C 1.29277 5.98781 5.60947  -0.738
C 1.03488 4.65477 5.28580  -0.381
H 2.96969 0.45019 3.31799  0.370
H 3.90557 1.70896 4.20731  0.541
H 3.39533 1.98474 2.50136  0.101
H -0.61066 2.18031 6.02448  0.268
H -0.88429 1.17626 8.26697  0.380
H 0.85469 -0.38152 9.15862  0.371
H 2.87702 -0.90034 7.77198  0.395
H 3.17087 0.16009 5.56776  0.308
H 4.02043 3.90541 3.77696  0.322
H 4.46214 6.24187 4.36111  0.383
H 2.71359 7.61261 5.51465  0.378
H 0.53726 6.56912 6.13881  0.385
H 0.07483 4.21349 5.56548  0.150

[2]
C22H29F7MoN6S3SbSi | the ωB97M-V functional and the def2-TZVPD basis

Spin multiplicity ... 4
Strongest force on any atom ... 0.33 eV/A
E_LUMO (spin up / spin down) ... -1.1 / -1.9 eV
Expectation value of S² ... 3.789
Molar mass ... 852.49 g/mol

Last column: Mulliken charge in e.
Cartesian coordinates (Å):
Mo 0.03415 -0.14189 -0.34400  -0.450
C -1.16281 -3.66166 -4.34598  -0.740
S 0.54912 -3.48221 -3.81844  0.010
C 0.51216 -2.02457 -2.85212  0.634
S -0.95323 -1.16433 -2.54649  -0.348
N 1.68650 -1.69352 -2.40304  -1.657
N 1.65820 -0.59625 -1.57616  1.295
C 2.69378 0.16318 -1.58108  -0.930
C 2.61078 1.36704 -0.78470  0.677
C 3.63734 2.28922 -0.68756  -0.940
C 3.44105 3.43088 0.07394  -0.554
C 2.22761 3.60769 0.71509  -1.238
C 1.25322 2.63615 0.57781  0.248
N 1.42495 1.54303 -0.16746  0.764
H -1.17337 -4.54950 -4.97726  0.378
H -1.48593 -2.80102 -4.92606  0.278
H -1.82781 -3.80896 -3.49929  0.159
H 3.54864 -0.08479 -2.19796  0.460
H 4.57077 2.10175 -1.20017  0.506
H 4.23018 4.16367 0.17525  0.431
H 2.02429 4.45545 1.35333  0.562
H 0.31980 2.72799 1.11226  0.425
C -2.44247 -3.72097 -0.30409  -0.781
Si -1.53878 -2.50844 0.80737  0.529
C -2.54162 -0.90540 0.81060  -1.004
C -1.44707 -3.17409 2.54834  -1.192
N 0.05846 -2.07849 0.22769  1.242
C 1.09417 -3.01916 0.25513  0.015
C 0.89415 -4.36136 -0.08925  -0.003
C 1.92306 -5.28996 -0.05281  -0.966
C 3.20120 -4.90955 0.32261  -0.535
C 3.43610 -3.58640 0.66812  -0.745
C 2.39745 -2.68450 0.63270  0.197
F 2.66342 -1.40239 0.97812  -0.222
H -3.50639 -3.47628 -0.35512  0.374
H -2.35440 -4.74309 0.07069  0.354
H -2.04438 -3.68298 -1.31860  -0.198
H -2.82815 -0.51767 -0.16885  0.291
H -2.15540 -0.09157 1.43163  0.223
H -3.47874 -1.19799 1.29864  0.470
H -2.38857 -3.65348 2.82793  0.427
H -1.24501 -2.37957 3.26941  0.367
H -0.65208 -3.91827 2.63707  0.377
H -0.08815 -4.66924 -0.42195  0.262
H 1.72169 -6.31541 -0.33463  0.418
H 4.00891 -5.62826 0.34690  0.396
H 4.41382 -3.23899 0.97550  0.462
F 1.54242 0.66682 2.27690  -0.449
Sb -1.00740 3.58172 4.24767  1.927
F -2.00930 2.53182 2.77366  -0.827
F -0.78456 4.91961 2.81069  -0.574
F -0.36235 4.72432 5.66228  -0.561
F 0.70884 3.00478 3.72282  -0.545
F -1.15418 1.98992 5.32804  -0.545
C -1.50546 4.31599 -3.08161  -0.853
N -1.74611 4.27442 -1.64887  0.284
C -2.11253 5.35995 -0.87166  -0.563
C -2.27494 4.90650 0.38703  -0.438
N -2.03193 3.55094 0.35961  0.404
C -1.70402 3.16832 -0.87800  -0.054
S -1.38556 1.61085 -1.55552  -0.453
H -1.18681 5.32054 -3.34832  0.324
H -2.41140 4.06020 -3.62976  0.326
H -0.72679 3.60309 -3.33672  0.309
H -2.20228 6.34749 -1.28631  0.476
H -2.49543 5.41474 1.30608  0.504
H -2.06377 2.97442 1.21789  0.198
C 0.30299 0.19240 1.84230  -0.558
H -0.45221 0.91081 2.18460  0.194
H 0.14219 -0.75348 2.35414  0.748

[3]
C13H30N4OTi | the ωB97M-V functional and the def2-TZVPD basis

Spin multiplicity ... 2
Strongest force on any atom ... 1.75 eV/A
Charge ... +3
E_LUMO (spin up / spin down) ... -11.2 / -11.0 eV
Expectation value of S² ... 0.752
Molar mass ... 306.28 g/mol

Last column: Mulliken charge in e.
Cartesian coordinates (Å):
Ti 0.01007 -0.09339 -0.47631  0.872
C -2.34534 0.34816 1.85635  -0.942
C -0.88047 0.64633 2.27720  -0.531
N 0.15856 -0.19008 1.58733  -0.029
C 1.57777 0.23520 1.88656  -0.741
C 2.55587 -0.29206 0.83066  -0.670
N 2.10804 0.01938 -0.57441  -0.043
C 2.72265 1.24335 -1.20637  -0.946
C 2.36259 2.56246 -0.53714  -0.697
C 0.86625 2.90506 -0.34642  -0.646
N -0.11838 1.95709 -0.99958  -0.176
C -1.53480 2.42159 -0.73623  -0.614
C -2.52916 1.35763 -1.17755  -0.829
N -2.07411 0.00450 -0.70335  -0.118
C -2.65692 -0.48235 0.60320  -0.590
H -2.87281 1.30160 1.80187  0.268
H -2.83414 -0.19600 2.66426  0.464
H -0.79641 0.50519 3.35291  0.562
H -0.63244 1.68606 2.08032  0.270
H 0.04963 -1.14744 1.91918  0.448
H 1.89620 -0.12186 2.86461  0.567
H 1.59860 1.32182 1.91765  0.259
H 2.65170 -1.37274 0.92381  0.382
H 3.54030 0.13301 1.02336  0.532
H 2.42976 -0.75270 -1.15463  0.319
H 2.41009 1.23521 -2.25086  0.446
H 3.80585 1.13346 -1.20588  0.448
H 2.83007 3.33674 -1.14461  0.392
H 2.85576 2.62555 0.43414  0.267
H 0.65914 3.90619 -0.71874  0.618
H 0.61140 2.92039 0.71174  0.307
H 0.02783 2.04852 -2.00875  0.403
H -1.72895 3.36325 -1.24787  0.526
H -1.62935 2.60735 0.33184  0.291
H -2.59687 1.32080 -2.26342  0.465
H -3.52410 1.58925 -0.80057  0.371
H -2.39622 -0.67024 -1.39432  0.350
H -2.31497 -1.50907 0.74234  0.191
H -3.74128 -0.52072 0.50622  0.575
C 1.09152 -4.04863 -0.39318  -1.134
C -0.03056 -3.21283 -0.84828  0.782
C -1.20688 -3.76653 -1.53905  -1.163
O 0.01029 -1.96297 -0.61961  -0.761
H 0.93897 -5.09976 -0.61867  0.469
H 1.22579 -3.92888 0.68829  0.318
H 2.01779 -3.71247 -0.87391  0.333
H -1.14724 -4.84299 -1.66419  0.469
H -1.30697 -3.29425 -2.52406  0.353
H -2.11412 -3.51719 -0.97589  0.312